Record 1
The following is a DFT calculation (ωB97M-V with the def2-TZVPD basis set) of a structure of composition C23H31Br2N2O9P2S5Ti at a distorted geometry.

```
! wB97M-V def2-TZVPD RIJCOSX def2/J DEFGRID3
* xyz -1 3
Ti 10.77 8.98 10.32
C 8.17 10.44 8.84
C 8.96 11.27 9.78
N 10.29 11.04 9.98
C 10.89 12.06 10.76
C 9.94 12.80 11.40
S 8.32 12.48 10.82
C 12.31 12.39 10.91
C 12.78 12.98 12.06
S 14.39 13.48 12.02
C 14.41 12.86 10.33
N 13.31 12.29 9.92
C 15.63 13.00 9.41
H 8.81 9.75 8.30
H 7.70 11.18 8.15
H 7.35 9.90 9.39
H 10.17 13.50 12.17
H 12.20 12.94 12.94
H 15.32 12.97 8.36
H 16.32 12.16 9.57
H 16.18 13.90 9.70
C 4.92 13.67 6.02
C 5.70 13.07 4.95
S 7.44 12.71 5.84
C 8.71 12.90 4.59
C 9.54 14.17 4.99
S 9.15 14.52 6.64
C 8.15 16.08 6.77
C 6.75 15.90 6.34
S 6.07 14.49 7.19
H 4.37 12.96 6.69
H 4.22 14.42 5.77
H 5.73 13.61 4.02
H 5.36 12.02 4.71
H 8.39 12.83 3.55
H 9.41 12.02 4.74
H 9.29 15.08 4.41
H 10.57 13.95 4.80
H 8.78 16.70 6.13
H 8.26 16.47 7.78
H 6.72 15.83 5.25
H 6.01 16.68 6.59
C 7.86 4.77 11.01
C 8.19 6.05 10.25
O 7.23 6.42 9.30
P 8.19 7.37 11.49
O 8.83 7.03 12.90
O 6.62 7.55 11.85
O 8.89 8.66 10.89
P 9.84 5.94 9.44
O 9.49 6.72 8.00
O 10.37 4.58 9.14
O 10.78 6.95 10.20
H 6.90 4.89 11.56
H 8.66 4.58 11.79
H 7.91 3.98 10.22
H 7.50 6.44 8.35
H 9.70 7.57 12.91
H 6.10 7.86 11.08
H 10.30 7.01 7.61
Br 11.38 9.24 12.60
Br 14.02 13.12 5.32
C 14.22 11.30 5.97
C 15.40 10.55 5.71
C 15.61 9.34 6.35
C 14.65 8.88 7.24
C 13.42 9.53 7.43
C 13.23 10.74 6.77
C 12.44 9.16 8.50
O 12.76 8.92 9.73
O 11.15 9.10 8.26
H 16.16 10.93 4.96
H 16.54 8.76 6.14
H 14.82 7.95 7.77
H 12.29 11.29 6.83
*
```

Calculated values
- E_LUMO (spin up / spin down) (eV) = 1.971 / 1.970
- Kohn-Sham gap (spin up / spin down) (eV) = 3.23 / 6.71
- energy above the lowest of the compared OMol25 structures with the same formula, charge and spin (kJ/mol) = 318.7

Atomic partial charges in e from the Mulliken method, atoms 1 to 5:
1. Ti 0.755
2. C -0.315
3. C 0.666
4. N 0.266
5. C -0.594

***

Record 2
The following is a DFT calculation (ωB97M-V with the def2-TZVPD basis set) of an isolated molecule of C13H15NO2S2.

```
! wB97M-V def2-TZVPD RIJCOSX def2/J DEFGRID3
* xyz 0 1
C -1.93 -0.74 1.87
H -2.94 -0.41 2.13
H -1.70 -1.61 2.47
H -1.24 0.06 2.14
C -1.82 -1.07 0.38
C -1.96 0.17 -0.47
C -3.10 0.96 -0.39
C -3.26 2.08 -1.19
C -2.28 2.41 -2.11
C -1.14 1.64 -2.21
C -0.98 0.52 -1.39
N 0.22 -0.25 -1.48
S 1.57 0.47 -0.79
O 2.70 -0.04 -1.51
O 1.41 1.88 -0.64
C 1.58 -0.23 0.84
C 1.43 0.44 2.01
C 1.53 -0.42 3.13
C 1.75 -1.71 2.77
S 1.86 -1.90 1.06
H 1.87 -2.56 3.41
H 1.43 -0.09 4.15
H 1.26 1.50 2.05
H 0.46 -0.51 -2.42
H -0.36 1.89 -2.91
H -2.40 3.28 -2.74
H -4.15 2.68 -1.10
H -3.88 0.71 0.32
C -2.88 -2.11 -0.02
H -3.88 -1.72 0.15
H -2.78 -2.35 -1.07
H -2.75 -3.01 0.57
H -0.84 -1.50 0.19
*
```

Calculated values
- E_LUMO (eV) = 0.481
- Kohn-Sham gap (eV) = 9.74
- SMILES = CC(C)c1ccccc1NS(=O)(=O)c1cccs1
- energy above the lowest of the compared OMol25 structures with the same formula, charge and spin (kJ/mol) = 19.1

Atomic partial charges in e from the Mulliken method, atoms 1 to 5:
1. C -1.465
2. H 0.373
3. H 0.403
4. H 0.283
5. C 1.021

***

Record 3
The following is a DFT calculation (ωB97M-V with the def2-TZVPD basis set) of the ion C11H11Cl2F6N2 with charge +1.

```
! wB97M-V def2-TZVPD RIJCOSX def2/J DEFGRID3
* xyz 1 1
C 4.48 -2.44 -0.34
C 3.23 -1.63 -0.53
Cl 3.09 -0.80 -2.04
C 2.22 -1.54 0.34
Cl 2.24 -2.47 1.81
C 0.99 -0.76 0.18
N -0.25 -1.39 0.26
C -1.24 -0.51 0.16
C -2.70 -0.84 0.19
C -3.63 0.36 0.47
C -4.40 0.79 -0.77
F -5.43 1.63 -0.39
N -0.67 0.68 0.01
C 0.71 0.57 0.03
C 1.66 1.73 -0.08
F 2.86 1.33 0.40
F 1.81 2.09 -1.37
C 1.25 3.01 0.72
F 1.90 4.06 0.25
F -0.09 3.22 0.58
F 1.50 2.82 2.02
H 4.73 -2.52 0.71
H 5.30 -1.96 -0.88
H 4.33 -3.44 -0.76
H -0.35 -2.38 0.41
H -2.83 -1.60 0.97
H -2.95 -1.32 -0.76
H -3.07 1.20 0.88
H -4.36 0.08 1.24
H -3.77 1.35 -1.47
H -4.83 -0.07 -1.28
H -1.18 1.55 -0.08
*
```

Calculated values
- E_LUMO (eV) = -3.208
- Kohn-Sham gap (eV) = 9.60
- SMILES = C/C(Cl)=C(\Cl)c1[nH]c(CCCF)[nH+]c1C(F)(F)C(F)(F)F

Atomic partial charges in e from the Mulliken method, atoms 1 to 5:
1. C -1.299
2. C 0.802
3. Cl -0.137
4. C -0.446
5. Cl -0.170

***

Record 4
The following is a DFT calculation (ωB97M-V with the def2-TZVPD basis set) of a structure of composition C26H29FN2O4S2 at a distorted geometry.

```
! wB97M-V def2-TZVPD RIJCOSX def2/J DEFGRID3
* xyz 0 1
C -5.01 -1.46 0.67
N -4.68 -0.63 -0.57
S -3.35 -0.81 -1.54
O -3.66 -0.26 -2.78
O -3.25 -2.49 -1.69
C -2.09 -0.26 -0.69
C -1.92 -0.34 0.79
C -0.65 0.29 1.01
C 0.28 0.76 0.17
C 0.16 0.74 -1.11
C -1.14 0.53 -1.59
H -1.41 0.44 -2.77
H 0.92 0.99 -1.86
S 1.98 1.30 0.90
O 2.22 2.52 0.28
O 1.96 0.90 2.39
N 2.95 -0.02 0.06
C 3.91 0.64 -0.77
H 3.67 1.78 -1.18
C 5.30 0.88 -0.06
H 5.42 1.82 0.14
C 6.21 0.60 -1.13
H 7.29 0.32 -0.84
C 5.57 -0.57 -1.88
H 6.06 -0.61 -3.29
C 4.26 -0.14 -2.13
H 3.49 -1.18 -2.17
H 4.06 0.62 -3.04
H 5.64 -1.59 -1.38
H 6.49 1.33 -1.87
H 5.43 0.22 0.58
C 3.10 -1.15 0.55
C 1.85 -1.81 0.88
C 1.33 -2.25 2.11
C 0.09 -2.81 2.32
C -0.58 -2.88 1.24
C -0.15 -2.83 -0.25
C 1.05 -2.20 0.02
H 1.40 -1.97 -1.22
H -0.91 -2.98 -0.82
F -1.75 -3.73 1.55
H -0.39 -2.89 3.55
H 1.84 -1.88 3.02
H 3.75 -1.86 0.08
H 3.48 -0.91 1.59
H -0.27 0.20 2.18
H -2.49 -0.73 1.32
C -5.21 0.60 -0.53
C -4.34 1.79 -0.03
C -3.57 2.43 -0.66
C -2.43 3.20 -0.18
C -2.37 3.32 1.20
C -3.15 2.69 1.94
C -4.25 1.77 1.55
H -4.94 1.30 2.19
H -3.26 2.84 3.32
H -1.65 3.81 1.64
H -1.82 3.67 -0.69
H -3.45 2.36 -1.76
H -5.34 1.00 -1.33
H -6.24 0.67 -0.14
H -6.07 -1.71 0.74
H -4.45 -2.37 0.36
H -4.90 -1.01 1.62
*
```

Calculated values
- E_LUMO (eV) = -0.813
- Kohn-Sham gap (eV) = 8.05
- energy above the lowest of the compared OMol25 structures with the same formula, charge and spin (kJ/mol) = 2444.2

Atomic partial charges in e from the Mulliken method, atoms 1 to 5:
1. C -0.948
2. N 0.193
3. S 1.313
4. O -0.730
5. O -0.839

***

Record 5
The following is a DFT calculation (ωB97M-V with the def2-TZVPD basis set) of a cluster of 4 separate species, C21H44NO10 in total at a distorted geometry.

```
! wB97M-V def2-TZVPD RIJCOSX def2/J DEFGRID3
* xyz 1 1
C -0.74 2.63 1.55
C -1.35 1.61 2.55
C -1.83 0.32 1.87
O -1.23 -0.86 2.40
C 0.12 -1.02 2.07
C 0.27 -2.16 1.06
C -0.30 -1.89 -0.31
C 0.49 -0.84 -1.14
C 1.90 -0.47 -0.63
C 2.57 -1.40 0.39
N 1.70 -2.52 0.88
H -0.29 2.12 0.71
H -0.02 3.27 2.04
H -1.53 3.26 1.15
H -0.57 1.35 3.26
H -2.17 2.09 3.06
H -2.89 0.23 2.04
H -1.71 0.40 0.79
H 0.58 -0.10 1.69
H 0.65 -1.31 2.99
H -0.23 -3.03 1.47
H -0.30 -2.84 -0.86
H -1.34 -1.60 -0.25
H 0.54 -1.19 -2.16
H -0.10 0.07 -1.13
H 1.85 0.52 -0.19
H 2.55 -0.38 -1.49
H 3.46 -1.85 -0.04
H 2.92 -0.81 1.23
H 1.81 -3.32 0.25
H 2.08 -2.83 1.78
C -9.21 0.87 2.32
C -9.26 -0.39 3.15
O -8.09 -1.20 2.95
C -7.00 -0.81 3.61
O -6.91 0.12 4.36
O -6.01 -1.67 3.31
C -4.77 -1.36 3.94
H -9.05 0.63 1.27
H -10.14 1.42 2.41
H -8.40 1.52 2.64
H -10.09 -1.02 2.84
H -9.38 -0.17 4.21
H -4.89 -1.27 5.02
H -4.36 -0.44 3.53
H -4.09 -2.18 3.72
C 9.44 -0.42 0.94
C 8.45 -0.72 2.04
O 7.79 0.47 2.50
C 6.80 0.92 1.74
O 6.37 0.41 0.73
O 6.34 2.05 2.28
C 5.32 2.71 1.54
H 10.15 0.35 1.27
H 10.00 -1.32 0.67
H 8.94 -0.04 0.05
H 8.96 -1.12 2.91
H 7.71 -1.45 1.72
H 4.50 2.03 1.32
H 5.72 3.11 0.61
H 4.96 3.53 2.16
C -0.17 0.86 -8.92
C 0.86 0.55 -7.85
O 0.49 1.09 -6.57
C -0.42 0.40 -5.90
O -0.91 -0.65 -6.22
O -0.68 1.05 -4.75
C -1.68 0.44 -3.95
H -0.35 1.94 -8.96
H 0.19 0.53 -9.89
H -1.11 0.37 -8.71
H 1.81 1.02 -8.09
H 1.03 -0.52 -7.76
H -1.45 -0.62 -3.77
H -2.66 0.53 -4.41
H -1.69 0.97 -3.00
*
```

Calculated values
- E_LUMO (eV) = -3.160
- Kohn-Sham gap (eV) = 9.29

Atomic partial charges in e from the Mulliken method, atoms 1 to 5:
1. C -1.048
2. C -0.533
3. C 0.005
4. O -0.356
5. C -0.637

***

Record 6
The following is a DFT calculation (ωB97M-V with the def2-TZVPD basis set) of a structure of composition C33H51BN8NdS3.

```
! wB97M-V def2-TZVPD RIJCOSX def2/J DEFGRID3
* xyz 3 4
Nd -2.13 -1.01 -2.01
C -0.79 -4.07 2.41
C 0.08 -3.06 1.74
C 1.44 -3.10 1.82
C 2.27 -2.14 1.16
N 1.73 -1.14 0.51
N 0.38 -1.07 0.49
B -0.02 0.29 0.06
N -0.98 1.06 0.89
N -0.64 0.96 2.19
C -1.27 1.74 3.02
C -2.27 2.64 2.55
C -2.62 2.70 1.23
C -3.67 3.64 0.71
C -1.93 1.82 0.36
S -2.24 1.71 -1.34
C -0.84 1.67 4.48
C 0.42 2.54 4.62
C -0.51 0.22 4.86
C -1.94 2.20 5.40
N 0.88 1.03 -0.86
N 1.37 2.08 -0.18
C 2.35 2.75 -0.73
C 2.83 2.37 -2.01
C 2.31 1.31 -2.70
C 2.81 0.90 -4.05
C 1.25 0.61 -2.07
S 0.49 -0.76 -2.82
C 2.94 3.89 0.09
C 3.71 4.86 -0.81
C 1.83 4.64 0.83
C 3.90 3.25 1.11
C -0.48 -2.00 0.98
S -2.17 -1.88 0.66
C 3.79 -2.17 1.22
C 4.30 -3.59 1.50
C 4.21 -1.24 2.37
C 4.38 -1.66 -0.10
H -0.19 -4.85 2.86
H -1.49 -4.53 1.70
H -1.40 -3.60 3.19
H 1.92 -3.89 2.38
H -2.77 3.28 3.26
H -4.20 4.11 1.54
H -4.39 3.11 0.09
H -3.21 4.42 0.10
H 1.24 2.13 4.02
H 0.73 2.56 5.66
H 0.24 3.57 4.30
H 0.27 -0.20 4.22
H -1.40 -0.42 4.79
H -0.16 0.20 5.89
H -2.08 3.28 5.31
H -1.65 2.01 6.44
H -2.90 1.70 5.24
H 3.64 2.94 -2.45
H 3.54 1.62 -4.43
H 1.99 0.83 -4.77
H 3.28 -0.08 -4.00
H 3.10 5.23 -1.63
H 4.63 4.43 -1.21
H 4.00 5.73 -0.21
H 1.17 5.16 0.13
H 2.28 5.38 1.49
H 1.22 3.97 1.44
H 4.67 2.64 0.62
H 3.35 2.62 1.81
H 4.40 4.03 1.67
H 4.07 -3.92 2.51
H 5.38 -3.60 1.40
H 3.90 -4.32 0.79
H 3.79 -1.56 3.33
H 3.88 -0.21 2.18
H 5.29 -1.24 2.47
H 4.11 -2.31 -0.93
H 5.47 -1.65 -0.02
H 4.05 -0.65 -0.32
C -2.65 -3.17 -4.46
C -3.55 -4.06 -5.37
N -4.95 -3.70 -5.18
C -5.35 -3.96 -3.80
C -4.46 -3.10 -2.84
N -3.53 -2.28 -3.65
C -4.31 -1.40 -4.57
C -5.17 -2.30 -5.51
H -1.98 -2.54 -5.05
H -2.05 -3.78 -3.77
H -3.42 -5.11 -5.13
H -3.28 -3.92 -6.41
H -5.23 -5.02 -3.58
H -6.40 -3.71 -3.68
H -3.87 -3.74 -2.17
H -5.08 -2.43 -2.23
H -3.60 -0.78 -5.13
H -4.94 -0.74 -3.96
H -4.89 -2.13 -6.55
H -6.22 -2.06 -5.40
*
```

Calculated values
- E_LUMO (spin up / spin down) (eV) = -9.725 / -9.717
- Kohn-Sham gap (spin up / spin down) (eV) = 6.01 / 6.03

Atomic partial charges in e from the Mulliken method, atoms 1 to 5:
1. Nd 1.222
2. C -1.845
3. C 0.310
4. C -0.414
5. C -0.326

***

Record 7
The following is a DFT calculation (ωB97M-V with the def2-TZVPD basis set) of a structure of composition C9H18ClO2Si at a distorted geometry.

```
! wB97M-V def2-TZVPD RIJCOSX def2/J DEFGRID3
* xyz -1 1
C 0.74 3.79 1.34
C 2.86 0.15 -1.02
C 1.92 0.50 1.33
C 1.24 -1.53 0.04
C -2.14 0.27 1.41
C -2.32 1.86 -0.97
C -1.79 -1.01 -1.32
C 0.48 0.82 -0.79
C 1.58 -0.05 -0.12
O -0.22 3.33 1.77
O 1.60 4.55 1.29
Si -1.29 0.49 -0.32
Cl 0.88 2.55 -0.60
H 2.64 -0.16 -2.06
H 3.66 -0.54 -0.69
H 3.57 1.09 -1.12
H 2.64 -0.03 1.91
H 2.09 1.58 1.23
H 0.89 0.67 1.76
H 0.42 -1.61 0.76
H 2.01 -2.13 0.41
H 1.07 -1.76 -1.05
H -1.54 0.80 2.25
H -3.22 0.63 1.45
H -2.06 -0.75 1.70
H -3.32 1.42 -1.30
H -2.70 2.59 -0.27
H -1.74 2.37 -1.79
H -2.83 -1.27 -0.91
H -2.07 -0.62 -2.36
H -1.20 -2.03 -1.26
*
```

Calculated values
- E_LUMO (eV) = 3.467
- Kohn-Sham gap (eV) = 6.13

Atomic partial charges in e from the Mulliken method, atoms 1 to 5:
1. C 0.668
2. C -1.673
3. C -1.474
4. C -1.878
5. C -1.198

***

Record 8
The following is a DFT calculation (ωB97M-V with the def2-TZVPD basis set) of a structure of composition C33H46BF5N6V.

```
! wB97M-V def2-TZVPD RIJCOSX def2/J DEFGRID3
* xyz 2 2
V -0.13 0.05 1.26
C 2.47 2.02 2.52
C 3.41 0.99 1.91
C 4.78 1.61 1.65
C 2.86 0.41 0.64
C 3.55 -0.05 -0.45
C 2.61 -0.42 -1.42
C 2.97 -0.99 -2.75
C 1.88 -1.76 -3.49
C 3.61 0.08 -3.64
N 1.38 -0.20 -0.91
N 1.53 0.28 0.38
B -0.04 -0.02 -1.56
N -0.98 -1.15 -1.04
N -1.08 -1.34 0.34
C -1.98 -2.35 0.55
C -2.42 -2.79 -0.67
C -1.80 -2.02 -1.65
C -2.09 -2.21 -3.11
C -1.41 -3.49 -3.62
C -1.86 -1.04 -4.05
C -2.41 -2.95 1.86
C -2.81 -1.95 2.96
C -1.41 -3.99 2.35
N -0.62 1.36 -1.03
N -0.94 1.49 0.34
C -1.52 2.72 0.52
C -1.55 3.35 -0.69
C -0.97 2.50 -1.63
C -0.81 2.90 -3.07
C 0.27 2.21 -3.89
C -2.17 2.88 -3.77
C -2.01 3.20 1.84
C -0.84 3.50 2.77
C -3.02 2.22 2.42
H 2.96 2.51 3.36
H 2.23 2.80 1.79
H 1.55 1.59 2.90
H 3.55 0.16 2.62
H 4.71 2.41 0.92
H 5.17 2.03 2.58
H 5.51 0.88 1.29
H 4.61 -0.11 -0.57
H 3.76 -1.71 -2.50
H 1.22 -1.08 -4.03
H 2.34 -2.42 -4.22
H 1.29 -2.37 -2.81
H 2.88 0.83 -3.94
H 4.44 0.58 -3.15
H 4.00 -0.39 -4.55
H 0.02 -0.02 -2.72
H -3.14 -3.57 -0.84
H -3.17 -2.41 -3.11
H -0.33 -3.37 -3.67
H -1.64 -4.35 -3.00
H -1.76 -3.70 -4.63
H -0.82 -0.94 -4.34
H -2.43 -1.21 -4.97
H -2.21 -0.10 -3.63
H -3.32 -3.50 1.58
H -2.10 -1.95 3.77
H -2.92 -0.93 2.58
H -3.78 -2.23 3.38
H -0.44 -3.55 2.58
H -1.79 -4.46 3.26
H -1.25 -4.77 1.61
H -1.93 4.34 -0.88
H -0.52 3.95 -2.98
H -0.05 1.24 -4.26
H 0.49 2.83 -4.76
H 1.20 2.09 -3.33
H -2.57 1.86 -3.83
H -2.90 3.50 -3.26
H -2.06 3.25 -4.79
H -2.53 4.14 1.63
H -0.25 2.61 2.98
H -0.18 4.25 2.35
H -1.21 3.87 3.73
H -2.59 1.23 2.55
H -3.36 2.55 3.39
H -3.89 2.12 1.77
F -1.30 0.87 4.46
C -0.37 -0.08 4.38
C 0.12 -0.50 3.14
C 1.04 -1.56 3.17
F 1.51 -2.04 2.00
C 1.47 -2.16 4.33
F 2.33 -3.17 4.31
C 0.97 -1.70 5.54
F 1.35 -2.26 6.67
C 0.04 -0.66 5.57
F -0.45 -0.26 6.73
*
```

Calculated values
- E_LUMO (spin up / spin down) (eV) = -8.514 / -7.734
- Kohn-Sham gap (spin up / spin down) (eV) = 6.57 / 7.38
- energy above the lowest of the compared OMol25 structures with the same formula, charge and spin (kJ/mol) = 0.0

Atomic partial charges in e from the Mulliken method, atoms 1 to 5:
1. V -1.218
2. C -1.216
3. C 1.233
4. C -1.737
5. C 0.025